[1]
{"formula": "C22H35NO2P2S2Tc", "method": "ωB97M-V with the def2-TZVPD basis set", "species": ["H", "O", "H", "H", "H", "H", "C", "H", "H", "H", "H", "H", "C", "H", "C", "H", "C", "C", "H", "H", "C", "H", "C", "C", "C", "H", "H", "N", "H", "H", "P", "H", "H", "C", "C", "C", "C", "C", "P", "S", "H", "H", "C", "H", "H", "H", "O", "C", "C", "C", "S", "H", "C", "C", "Tc", "H", "H", "H", "H", "H", "H", "H", "H", "C", "C"], "positions_angstrom": [[5.793, 3.974, 1.378], [3.939, 1.424, 2.198], [-2.061, -3.689, -1.942], [1.030, 2.742, -1.831], [-4.433, 0.359, -0.439], [5.446, 1.922, -3.160], [-2.389, 2.175, 0.594], [0.862, 3.198, -0.114], [-2.366, -0.360, 1.067], [2.292, -1.768, 3.194], [-1.579, -1.235, -0.197], [-4.832, -3.399, 0.969], [4.623, 2.087, -1.210], [-3.461, -0.993, -2.216], [-2.742, -2.894, 1.264], [-4.289, -3.133, -2.530], [5.561, 2.417, -2.195], [4.708, 2.708, 0.046], [-0.542, 3.058, -1.163], [-4.378, -0.491, 1.852], [-3.838, -1.472, -1.311], [-5.799, -1.204, 1.100], [3.441, 1.270, -1.281], [-4.052, -2.938, -1.469], [-4.206, -2.638, 1.457], [-3.095, 0.945, -2.006], [1.796, -0.030, 3.309], [2.760, 1.257, -0.123], [1.740, -2.430, -0.728], [-3.376, 1.705, 0.666], [1.359, -0.914, 1.130], [7.313, 3.593, -2.670], [-1.953, 2.278, 1.593], [-2.011, 1.032, -2.064], [6.675, 3.911, -0.626], [5.741, 3.574, 0.371], [-4.692, -1.212, 1.069], [-1.402, -0.475, 0.567], [-1.322, 1.155, -0.398], [2.514, 0.485, -2.464], [-2.193, -2.873, 2.218], [-4.913, -3.303, -0.891], [6.577, 3.335, -1.905], [3.281, -0.448, 2.446], [-4.386, -2.764, 2.541], [-0.569, -1.998, 1.872], [2.453, 3.278, 1.430], [0.431, 2.585, -0.920], [-2.778, -3.754, -1.105], [-2.101, -3.295, 0.145], [3.403, 2.236, 1.130], [1.491, -3.346, 0.824], [-0.398, -0.959, 1.620], [-4.225, -0.709, -0.273], [0.805, 0.499, -0.557], [-1.023, -3.493, 0.175], [-3.045, -4.823, -1.016], [3.035, -2.461, 0.489], [-2.472, 3.164, 0.131], [-1.585, 0.172, -2.596], [7.466, 4.636, -0.403], [-1.732, 1.946, -2.603], [-0.504, -0.366, 2.532], [1.942, -2.459, 0.356], [2.266, -0.792, 2.674]], "lumo_energy_ha": [-0.2910, -0.2901], "fmax_ev_per_a": 2.35, "spin_multiplicity": 4, "homo_ev": [-14.19, -14.35], "de_lowest_kcal_mol": 14.2, "total_energy_ha": -2623.6471, "charge": 2}

---

[2]
{"formula": "C20H18N4PtS", "method": "ωB97M-V with the def2-TZVPD basis set", "species": ["N", "H", "N", "H", "C", "H", "C", "H", "C", "C", "N", "H", "C", "S", "C", "C", "C", "C", "H", "H", "H", "H", "C", "C", "C", "C", "H", "C", "C", "C", "H", "H", "H", "H", "C", "H", "N", "C", "H", "H", "C", "Pt", "H", "C"], "positions_angstrom": [[1.483, -1.628, -0.063], [-1.540, 0.629, -2.554], [-0.892, 1.667, -0.241], [-2.836, 4.824, 0.774], [-0.561, 2.355, 0.907], [-4.990, -1.580, -0.077], [-2.267, 3.951, 0.483], [-1.397, 2.269, -3.155], [3.475, -2.073, 1.213], [1.348, 2.445, 2.633], [1.098, 0.673, 1.120], [3.754, 0.080, 3.034], [-4.034, -1.541, -0.572], [-3.787, -2.225, -2.114], [3.704, -3.216, 0.456], [-1.947, 1.626, -2.464], [2.386, -1.291, 0.924], [-1.247, 3.472, 1.304], [4.562, -3.843, 0.657], [-3.229, 3.738, -1.417], [-1.508, -1.930, -2.905], [3.043, 2.274, 3.933], [-1.787, 2.193, -1.091], [2.481, 1.811, 3.133], [2.152, 0.013, 1.603], [1.722, -2.718, -0.809], [1.027, 3.396, 3.032], [0.646, 1.836, 1.609], [2.838, -3.519, -0.567], [0.780, -3.055, -1.908], [0.995, -4.039, -2.316], [0.858, -2.321, -2.714], [-2.992, 1.632, -2.772], [4.155, -1.795, 2.005], [2.888, 0.582, 2.628], [2.997, -4.392, -1.184], [-1.813, -1.115, -0.979], [-2.501, 3.338, -0.725], [-0.994, 3.976, 2.225], [-2.754, -0.498, 0.834], [-2.169, -1.751, -2.074], [-0.034, -0.206, -0.171], [-0.229, -3.057, -1.518], [-2.885, -0.989, -0.118]], "lumo_energy_ha": -0.2550, "fmax_ev_per_a": 1.49, "homo_ev": -15.18, "total_energy_ha": -1509.0134, "charge": 2}

---

[3]
{"formula": "C4H9N2O5S", "method": "ωB97M-V with the def2-TZVPD basis set", "species": ["N", "C", "H", "H", "C", "N", "O", "H", "H", "O", "O", "H", "H", "O", "H", "O", "H", "C", "H", "C", "S"], "positions_angstrom": [[-2.397, 2.485, 0.392], [-2.907, 1.355, 0.056], [2.034, 0.046, -0.021], [-2.141, 3.024, -0.345], [0.538, -2.139, -0.208], [-1.211, -0.458, 0.362], [-3.522, -0.222, -1.410], [-2.523, 2.912, 1.302], [1.331, -2.614, 0.335], [-5.570, -0.397, -0.003], [-2.062, -1.328, 0.282], [-0.293, -2.740, -0.303], [0.807, 0.982, -0.750], [-3.061, 1.062, -1.216], [1.053, 1.166, 0.754], [-3.517, 0.626, 0.895], [0.927, -1.980, -1.140], [0.188, -0.789, 0.478], [0.216, -0.598, 1.555], [1.073, 0.386, 0.068], [-4.230, -0.797, 0.034]], "lumo_energy_ha": [-0.1714, -0.2198], "fmax_ev_per_a": 3.53, "spin_multiplicity": 3, "homo_ev": [-12.55, -15.48], "total_energy_ha": -1041.1600, "charge": 1}

---

[4]
{"formula": "C12H16N3", "method": "ωB97M-V with the def2-TZVPD basis set", "species": ["H", "C", "C", "C", "C", "H", "H", "C", "C", "H", "C", "H", "H", "H", "H", "C", "H", "N", "N", "H", "H", "C", "C", "H", "N", "H", "H", "C", "C", "H", "H"], "positions_angstrom": [[0.180, 2.955, 0.497], [0.791, -1.349, 1.287], [-0.950, 0.170, -4.245], [0.346, -2.660, 1.442], [0.004, -0.240, 1.629], [-0.401, -0.710, -4.210], [2.391, -1.340, -0.129], [0.732, 1.044, 1.380], [-1.706, -1.796, 2.153], [0.717, 1.652, 2.338], [-1.700, 1.115, -4.257], [2.724, -1.372, 1.620], [2.974, 0.931, 1.682], [-2.711, -2.017, 2.677], [-0.646, 2.339, -2.718], [-1.008, -2.876, 1.647], [2.257, 0.922, -0.125], [0.209, 1.926, 0.383], [-0.560, 0.284, -1.044], [-1.898, 0.319, 2.546], [-1.110, 0.116, -1.943], [2.179, 0.577, 0.894], [2.110, -0.930, 0.845], [-1.520, -3.827, 1.536], [-0.292, 2.515, -1.777], [-0.563, -0.388, -0.302], [-2.465, 1.754, -4.403], [-0.233, 1.588, -0.814], [-1.248, -0.520, 2.084], [1.081, -3.455, 1.007], [0.316, 3.271, -1.678]], "lumo_energy_ha": -0.0939, "fmax_ev_per_a": 4.27, "homo_ev": -12.16, "de_lowest_kcal_mol": 60.3, "total_energy_ha": -630.8180, "charge": 1}

---

[5]
{"formula": "C38H42N3O2P2RhS2Si2", "method": "ωB97M-V with the def2-TZVPD basis set", "species": ["Rh", "H", "C", "C", "H", "N", "C", "H", "H", "C", "Si", "C", "H", "H", "H", "H", "S", "H", "H", "C", "C", "C", "C", "C", "H", "C", "H", "N", "H", "H", "C", "H", "H", "C", "C", "O", "H", "C", "Si", "H", "H", "H", "H", "H", "C", "H", "H", "H", "C", "H", "C", "C", "H", "C", "C", "C", "C", "H", "H", "N", "C", "C", "P", "S", "H", "C", "C", "H", "H", "H", "H", "C", "O", "H", "C", "H", "H", "C", "H", "C", "C", "C", "C", "H", "H", "C", "C", "C", "C", "H", "H", "P"], "positions_angstrom": [[-0.095, -0.684, -0.273], [3.500, 0.074, 3.562], [3.841, -0.610, 2.788], [-2.697, 2.607, -0.810], [-5.328, -2.240, -0.301], [-2.116, -0.174, -0.743], [-1.419, 3.055, 3.988], [-1.679, -2.287, 1.630], [-2.185, 3.818, 3.937], [-1.047, 1.371, -2.702], [-3.300, -0.903, 0.280], [2.375, -3.700, -3.724], [-2.974, 0.456, 2.352], [0.162, 1.052, 6.212], [2.881, -3.444, 0.291], [-4.626, -0.148, 2.231], [0.028, -4.521, -0.699], [3.458, -4.965, -5.069], [-4.130, 1.253, 1.284], [0.946, -2.566, -1.885], [1.693, -2.765, 3.059], [4.995, 3.206, 0.946], [0.519, 1.070, 4.101], [-4.552, 4.669, -0.688], [0.961, -3.396, 2.553], [-4.947, 3.401, -1.093], [4.370, -2.573, 0.664], [1.212, -0.497, 1.289], [2.380, 3.042, 3.082], [2.918, 1.093, -0.695], [-3.228, 4.911, -0.352], [1.180, -7.034, -2.075], [3.230, -1.888, -0.487], [4.219, 3.456, 2.065], [-0.101, 1.501, 5.263], [-1.313, -4.916, -1.007], [-1.967, 0.088, -5.695], [1.107, -4.887, -2.063], [2.483, -1.545, 1.871], [-0.140, 1.575, -6.452], [-5.278, 5.470, -0.637], [-5.540, -0.571, -0.809], [-2.443, -3.252, 0.361], [5.964, 3.675, 0.842], [-0.036, 1.380, -0.040], [-1.265, 4.064, -0.154], [4.467, -1.364, 3.273], [5.130, 2.160, -0.927], [3.307, -2.452, 0.443], [-2.917, 5.900, -0.042], [-4.814, -1.383, -0.738], [3.289, 1.753, 0.082], [1.182, -2.226, 3.860], [-2.302, 3.881, -0.413], [-4.022, 2.372, -1.156], [-1.752, 0.618, -3.634], [-2.613, -2.454, 1.083], [2.708, -2.775, -4.175], [4.479, -0.041, 2.109], [0.183, -2.868, -0.870], [2.791, -4.930, -4.217], [-0.397, 1.522, -5.403], [-1.474, 1.281, -0.934], [1.140, -0.902, -2.123], [4.576, 4.122, 2.838], [-1.066, 2.498, 5.208], [-3.801, 0.284, 1.660], [1.107, 2.930, -4.802], [-1.100, 3.029, 1.868], [2.439, -3.419, 3.513], [-4.513, -1.658, -1.750], [1.523, -3.697, -2.634], [0.614, -4.938, 0.539], [-4.329, 1.383, -1.475], [-1.424, 0.690, -4.978], [-3.347, -2.812, 1.809], [1.252, 0.276, 4.154], [-0.024, 2.209, -3.132], [-1.552, 2.829, 6.117], [2.977, 2.847, 2.200], [1.512, -6.115, -2.537], [4.528, 2.353, -0.049], [2.510, 1.988, 1.214], [0.538, 2.775, -2.398], [2.712, -7.062, -4.038], [0.302, 2.284, -4.478], [2.368, -6.120, -3.633], [-0.803, 2.619, 2.826], [0.177, 1.632, 2.874], [-5.979, 3.213, -1.359], [-2.532, -0.051, -3.293], [0.937, 1.097, 1.319]], "lumo_energy_ha": -0.0219, "fmax_ev_per_a": 0.77, "homo_ev": -7.44, "de_lowest_kcal_mol": 24.8, "total_energy_ha": -3956.7082}

---

[6]
{"formula": "C10H16BrClINOPY", "method": "ωB97M-V with the def2-TZVPD basis set", "species": ["Br", "C", "C", "C", "O", "H", "H", "P", "H", "I", "H", "H", "H", "H", "H", "C", "Y", "H", "C", "C", "H", "H", "H", "H", "Cl", "H", "C", "C", "H", "N", "H", "C", "C"], "positions_angstrom": [[-0.543, -3.424, 5.470], [-1.408, 1.648, -3.050], [-0.788, -1.041, -3.541], [-0.385, -1.521, 3.301], [2.731, -0.119, -0.140], [1.126, -1.907, 0.536], [1.359, -1.743, -1.256], [-0.303, 0.361, -2.510], [-0.229, -1.896, -0.570], [1.117, 2.341, -0.299], [-2.381, 1.518, -2.570], [0.789, -0.933, 6.408], [1.412, 1.257, 5.347], [-0.859, -2.279, 2.694], [0.875, 1.519, 2.937], [-0.072, -1.774, 4.673], [-1.073, 0.005, 0.513], [-0.021, -1.808, -3.535], [1.530, -0.025, -0.110], [0.572, -0.791, 5.361], [1.144, 0.969, -4.258], [-1.021, 2.635, -2.801], [-1.695, -1.477, -3.133], [2.063, 0.054, -3.010], [-3.299, -0.668, -0.036], [-1.507, 1.512, -4.130], [1.305, 0.816, -3.193], [0.914, 0.470, 4.815], [-0.950, -0.627, -4.531], [-0.084, -0.306, 2.756], [1.682, 1.742, -2.741], [0.586, 0.627, 3.469], [0.789, -1.444, -0.391]], "lumo_energy_ha": -0.3307, "fmax_ev_per_a": 4.48, "homo_ev": -15.67, "de_lowest_kcal_mol": 26.1, "total_energy_ha": -4231.6535, "charge": 2}

---

[7]
{"formula": "C25H29N3P2W", "method": "ωB97M-V with the def2-TZVPD basis set", "species": ["H", "C", "H", "N", "C", "C", "H", "C", "C", "H", "H", "H", "H", "C", "H", "C", "W", "H", "H", "C", "H", "C", "C", "C", "H", "C", "H", "H", "H", "H", "H", "C", "H", "H", "C", "C", "H", "C", "C", "C", "H", "C", "C", "H", "H", "P", "H", "C", "C", "H", "H", "H", "H", "N", "N", "C", "H", "C", "C", "P"], "positions_angstrom": [[3.420, 2.490, -3.216], [-1.549, 0.062, 5.387], [1.738, -0.014, 3.357], [0.492, -0.024, -3.426], [1.285, 2.253, -3.399], [4.132, -0.156, -2.926], [-2.709, 2.806, 1.412], [1.817, -1.621, -2.126], [0.780, -0.600, 5.250], [-4.563, 0.470, -0.051], [-3.779, -0.280, 1.352], [0.012, 1.273, 1.035], [1.334, -2.642, 2.379], [1.678, -0.433, -2.913], [-3.862, 2.719, 0.055], [4.247, -1.464, -2.472], [-0.799, -0.080, 1.406], [-0.281, -2.093, -2.061], [-0.682, 5.025, -3.763], [-1.305, -3.081, 0.538], [-2.497, 0.156, 5.920], [-0.373, 4.010, -3.501], [-1.319, 3.119, -2.954], [-1.490, 0.468, 4.064], [1.753, 4.305, -3.889], [-3.672, -0.084, 0.278], [-2.203, 3.374, -0.200], [-2.310, 3.477, -2.680], [3.213, -3.103, -1.501], [0.320, 0.548, 0.269], [-3.046, 1.212, -2.275], [2.588, 1.784, -3.235], [1.198, -3.962, 1.185], [-3.646, -1.043, -0.252], [0.839, -0.071, 3.962], [0.947, 3.607, -3.639], [-0.449, -0.896, 6.982], [1.938, -1.316, 5.760], [-0.416, -0.507, 5.975], [0.216, 1.285, -3.209], [5.222, -1.953, -2.427], [1.387, -2.882, 1.307], [3.104, -2.142, -1.998], [2.391, -2.629, 0.940], [-2.321, 0.913, 3.514], [-2.185, 0.945, -0.062], [5.004, 0.467, -3.145], [-2.041, 0.896, -1.968], [0.627, -2.284, -1.471], [-0.930, -4.115, 0.482], [0.821, -3.365, -1.442], [-1.892, -0.158, -2.241], [-1.804, -2.963, 1.508], [-0.339, 0.273, 3.347], [2.876, -1.930, 6.122], [2.844, 0.417, -3.066], [-2.049, -2.936, -0.256], [-1.043, 1.772, -2.721], [-2.800, 2.621, 0.331], [0.129, -1.921, 0.370]], "lumo_energy_ha": [-0.2793, -0.2848], "fmax_ev_per_a": 4.21, "spin_multiplicity": 3, "homo_ev": [-12.60, -12.66], "de_lowest_kcal_mol": 0.0, "total_energy_ha": -1883.3587, "charge": 2}

---

[8]
{"formula": "C9H21ClN3O3Zr", "method": "ωB97M-V with the def2-TZVPD basis set", "species": ["N", "H", "H", "H", "C", "H", "N", "H", "C", "H", "C", "H", "C", "H", "C", "H", "H", "H", "H", "H", "H", "C", "H", "O", "C", "H", "H", "N", "H", "Zr", "H", "H", "H", "O", "Cl", "O", "C", "C"], "positions_angstrom": [[29.052, -2.180, -29.978], [28.939, -4.665, -28.291], [27.225, -1.172, -30.215], [29.686, -5.005, -30.524], [26.809, -5.695, -27.153], [27.323, -2.737, -31.000], [21.780, -5.563, -28.698], [21.959, -6.980, -30.201], [31.237, -2.609, -29.022], [31.661, -1.980, -29.805], [29.438, -5.894, -29.936], [21.711, -7.671, -28.543], [27.597, -2.189, -30.097], [27.128, -4.702, -26.832], [29.744, -2.477, -28.873], [31.497, -3.658, -29.186], [29.525, -1.732, -30.750], [26.712, -6.329, -26.277], [19.627, -5.149, -26.179], [28.894, -6.594, -30.561], [30.362, -6.294, -29.506], [27.627, -6.262, -28.295], [31.803, -2.355, -28.124], [27.549, -7.442, -28.574], [21.204, -5.006, -27.675], [22.503, -5.098, -29.230], [20.368, -6.991, -29.445], [28.554, -5.415, -28.877], [25.813, -5.605, -27.603], [23.074, -2.239, -26.784], [27.187, -2.710, -29.239], [20.647, -6.546, -26.417], [19.418, -6.157, -27.645], [29.196, -2.825, -27.814], [24.463, -3.128, -28.718], [21.634, -3.875, -27.171], [20.131, -5.733, -26.941], [21.435, -6.897, -29.256]], "lumo_energy_ha": -0.5584, "fmax_ev_per_a": 5.66, "homo_ev": -17.38, "de_lowest_kcal_mol": 104.8, "total_energy_ha": -1251.5334, "charge": 3}

---

Question: Number 2 is which compound?
Answer: C20H18N4PtS